No. 1
C34H39GdN5O | the ωB97M-V functional and the def2-TZVPD basis

Net charge: -1
Multiplicity: 8
<S²>: 16.149
Relative energy (zero: lowest compared OMol25 entry of this formula, charge and spin): 328.9 kcal/mol
Lowest unoccupied orbital energy (alpha / beta): 2.069 / 2.055 eV

The geometry in XYZ format:
```
80
Properties=species:S:1:pos:R:3:forces:R:3:mulliken_charge:R:1
Gd -0.1123 0.1126 0.1844 -1.48 -1.37 4.65 -0.219
N -0.9149 -2.0054 2.2836 1.06 0.18 -2.54 0.552
N 0.0463 -2.0846 -1.1023 -0.13 -1.17 -3.32 0.970
C 1.5968 1.7849 -0.2935 0.13 -0.73 1.56 0.980
C 2.4591 0.6308 0.0227 -1.09 1.54 -0.01 0.752
C 2.2752 0.2724 1.3679 -2.75 1.49 0.83 1.001
C 2.8470 -0.9065 2.1118 0.33 0.60 0.02 -0.934
H 3.3621 -1.5891 1.4458 0.45 0.01 -0.22 0.399
H 2.1316 -1.5082 2.6851 0.18 0.72 -0.52 -0.322
H 3.5260 -0.4783 2.8439 0.54 -0.25 0.18 0.461
C 1.2231 1.2113 1.9670 1.72 -0.50 -2.22 0.653
C 0.5886 1.0521 3.2956 1.07 1.98 0.56 -0.464
H 1.1180 1.6464 4.0152 0.54 0.88 0.64 0.578
H 0.5917 0.0481 3.6703 0.64 0.75 -0.14 -0.049
H -0.4854 1.3383 3.2856 1.61 0.55 -0.08 0.018
C 0.7971 2.1065 0.9104 3.16 -0.56 0.18 -0.118
C -0.2817 3.1444 1.0088 0.57 -0.12 0.12 -1.138
H -1.0853 2.8563 1.6893 0.06 0.00 0.07 0.309
H -0.7128 3.3882 0.0371 0.01 0.11 -0.09 0.237
H 0.2344 4.0152 1.4079 -0.46 0.50 0.03 0.390
C 3.4259 -0.0276 -0.9260 -0.13 0.19 0.40 -2.196
H 4.4013 -0.0411 -0.4345 0.12 -0.12 -0.22 0.523
H 3.4959 0.5571 -1.8400 0.15 -0.06 -0.05 0.512
H 3.1589 -1.0610 -1.1900 0.01 0.18 0.14 0.147
C 1.5300 2.5223 -1.5965 0.12 0.11 0.37 -1.525
H 0.5044 2.7046 -1.9534 0.16 0.01 0.05 0.062
H 2.0570 1.9871 -2.3871 -0.01 0.09 0.03 0.166
H 2.0185 3.4873 -1.4318 -0.09 0.20 -0.44 0.458
C -1.8152 -2.4270 3.2351 -0.99 -0.78 0.52 0.589
H -2.0533 -1.8078 4.0880 0.26 -0.56 -0.46 0.641
C -2.4384 -3.6321 3.0839 0.69 1.22 0.13 -1.427
H -3.1474 -3.9367 3.8342 -0.13 -0.11 0.09 0.481
C -2.1179 -4.4021 1.9769 -1.73 -2.45 -0.05 -0.977
H -2.5931 -5.3568 1.8284 -0.20 -0.31 0.05 0.323
C -1.2180 -3.9740 1.0516 0.60 0.65 -0.54 -0.493
H -0.9272 -4.5024 0.1708 -0.05 -0.80 -0.25 0.341
C -0.6094 -2.7708 1.2094 -1.53 -3.29 -1.32 1.062
C 0.3789 -2.3470 0.2879 1.80 2.78 -1.92 -2.187
H 1.4603 -2.3934 0.4927 -0.62 -0.01 -0.38 0.320
C 0.0836 -0.8507 -1.7378 0.86 -0.49 0.74 -0.687
C -0.2037 -3.0021 -2.1581 0.03 0.53 0.96 -0.673
H -0.2813 -4.0511 -1.9995 -0.01 -0.42 0.09 0.589
C -0.3118 -2.2906 -3.2827 -0.34 -0.10 -1.65 -1.003
H -0.4922 -2.5066 -4.2918 -0.28 -1.01 -1.06 0.644
N -0.1479 -0.9598 -3.0207 0.23 0.02 0.87 0.579
C -0.0798 0.2351 -3.8228 0.14 -0.92 -0.44 0.303
C 1.1399 0.5338 -4.4239 -0.19 0.38 -0.50 0.855
C 1.1844 1.6510 -5.2670 -0.19 0.17 0.05 -0.792
H 2.1259 1.9048 -5.7637 -0.27 -0.07 0.17 0.294
C 0.0583 2.4524 -5.4850 0.09 -0.34 0.16 0.830
C 0.1146 3.6433 -6.4096 0.01 0.13 -0.06 -1.481
H 0.0770 4.5923 -5.8589 0.02 -0.22 -0.02 0.294
H -0.7316 3.6461 -7.1043 0.08 -0.04 0.10 0.365
H 1.0317 3.6431 -7.0053 -0.09 -0.02 0.11 0.370
C -1.1310 2.1243 -4.8241 0.04 0.00 0.17 -1.081
H -2.0210 2.7421 -4.9745 0.27 -0.14 0.05 0.353
C -1.2185 1.0223 -3.9685 0.11 0.27 -0.48 1.034
C -2.4942 0.6984 -3.2502 -0.57 0.09 0.18 -1.396
H -2.9381 -0.2578 -3.5639 0.26 0.18 0.08 0.313
H -3.2481 1.4787 -3.4339 0.28 -0.22 0.04 0.413
H -2.3534 0.6433 -2.1589 0.01 -0.03 -0.32 0.139
C 2.3677 -0.2998 -4.2051 0.54 -0.26 -0.02 -1.611
H 2.5243 -1.0395 -5.0041 -0.19 0.19 0.08 0.357
H 2.3371 -0.8577 -3.2642 -0.07 0.20 -0.21 0.006
H 3.2733 0.3300 -4.1884 -0.39 -0.16 0.00 0.459
N -3.4308 1.2319 5.8461 -0.19 0.19 0.24 -0.313
C -3.1829 0.9299 4.5238 -0.10 -0.62 -0.82 0.020
O -4.0263 1.2503 3.6741 0.81 -0.12 0.95 -0.725
C -1.8766 0.1512 4.1305 -2.02 1.56 -0.10 1.715
C -1.0377 -0.4061 5.1778 -0.44 0.20 1.69 -0.960
C -0.0262 -1.3980 5.0902 0.51 -0.53 -0.93 -0.881
C 0.6458 -1.9446 4.0474 -0.77 3.23 -1.37 -1.087
N 0.1265 -1.0646 2.2479 -2.21 -2.66 6.24 0.259
C -1.6533 0.1113 2.7896 -1.05 0.94 -1.82 -0.298
H -4.3037 1.6839 6.1007 0.35 -0.18 -0.51 0.253
H -2.8035 1.0558 6.6086 0.27 -0.21 -0.33 0.160
H -1.3098 -0.2171 6.2576 0.05 -0.06 -1.40 -0.191
H 0.3118 -1.9220 5.9804 -0.37 0.19 0.58 0.318
H 1.2760 -2.7756 3.9096 0.49 -0.80 -0.08 0.562
H -2.0906 0.4744 1.7468 -0.29 -0.35 2.73 -0.179
```
Forces are in eV/Å.

No. 2
C5H8N2 | the ωB97M-V functional and the def2-TZVPD basis

Relative energy (zero: lowest compared OMol25 entry of this formula, charge and spin): 22.4 kcal/mol
Lowest unoccupied orbital energy: 1.108 eV

The geometry in XYZ format:
```
15
Properties=species:S:1:pos:R:3:forces:R:3:mulliken_charge:R:1
C -1.1364 -1.4138 0.2576 -0.33 -0.06 0.01 -0.897
N -0.2214 -0.3114 0.6225 0.20 0.05 -0.18 -0.006
C 1.0893 -0.8088 0.6576 0.22 -0.09 -0.08 -0.652
C 1.8788 -0.0926 -0.1696 0.12 0.01 0.14 -0.395
C 1.0834 0.9996 -0.6751 -0.04 0.07 0.01 -0.583
C -0.1695 0.8494 -0.1635 0.16 -0.14 -0.08 0.353
N -1.3061 1.6649 -0.3095 0.09 -0.07 0.03 -0.538
H -1.8564 -1.0730 -0.4857 -0.11 0.10 0.23 0.363
H -0.5498 -2.2220 -0.2016 -0.27 0.24 0.05 0.324
H -1.6453 -1.8264 1.1312 -0.06 0.16 -0.07 0.244
H 1.2686 -1.7020 1.2401 0.12 0.04 -0.23 0.489
H 2.9043 -0.3228 -0.4179 0.01 0.21 0.17 0.423
H 1.4260 1.8167 -1.2965 -0.04 -0.05 0.14 0.367
H -1.7154 1.9120 0.5867 0.05 -0.20 -0.11 0.232
H -1.0502 2.5303 -0.7764 -0.13 -0.27 -0.03 0.278
```
Forces are in eV/Å.

No. 3
C6H8O2 | the ωB97M-V functional and the def2-TZVPD basis

Relative energy (zero: lowest compared OMol25 entry of this formula, charge and spin): 85.8 kcal/mol
Lowest unoccupied orbital energy: 0.450 eV

The geometry in XYZ format:
```
16
Properties=species:S:1:pos:R:3:forces:R:3:mulliken_charge:R:1
C -1.0675 0.2424 0.5609 -2.98 -2.48 4.56 0.194
C -0.7419 1.4748 -0.0284 4.48 1.21 -2.01 -0.680
C 0.5974 1.5406 -0.3459 -1.47 1.60 -0.14 -0.498
C 1.1902 0.2879 -0.0456 3.14 -4.40 3.55 0.260
C 2.4258 -0.2551 0.1413 1.27 2.49 -1.06 -0.844
C 0.2018 -0.7858 0.5401 -3.13 5.38 -4.68 -0.039
H -1.6356 -1.0704 -0.5177 -2.10 1.01 -0.20 0.427
H -1.3631 0.3851 1.6989 0.50 -0.11 -1.89 0.157
H -1.4379 2.1266 -0.4534 -1.19 1.12 0.12 0.433
H 1.1384 2.4300 -0.7770 -0.70 -1.29 0.36 0.371
H 2.7379 -1.2378 0.3953 -1.19 -1.23 0.45 0.282
H 3.4024 0.2235 0.0513 -0.38 0.94 -0.57 0.306
H 0.3320 -1.3076 1.4282 0.77 -0.91 1.32 0.409
H 0.5690 -1.5929 -1.2494 -2.29 0.00 1.84 0.439
O -2.2032 -0.3121 -0.1131 1.82 -1.34 0.09 -0.633
O -0.2192 -1.5612 -0.5758 3.46 -2.01 -1.74 -0.587
```
Forces are in eV/Å.

No. 4
C4H4N2O2 | the ωB97M-V functional and the def2-TZVPD basis

Relative energy (zero: lowest compared OMol25 entry of this formula, charge and spin): 129.1 kcal/mol
Lowest unoccupied orbital energy: 0.420 eV

The geometry in XYZ format:
```
12
Properties=species:S:1:pos:R:3:forces:R:3:mulliken_charge:R:1
C -1.4658 0.2551 0.0562 -0.24 0.01 -0.51 0.373
C 0.5996 -0.5723 -0.2554 1.22 -0.76 0.17 0.060
C 1.8477 0.2770 0.0681 -0.12 -0.08 0.77 -0.191
C -0.0638 0.5586 -0.2961 -1.02 -0.58 0.42 0.344
H -2.3437 1.8953 0.1123 -0.34 -0.98 0.30 0.247
H -0.1623 -2.4413 -0.6043 -0.12 0.65 0.69 0.301
H 2.7431 0.2787 -0.5774 -0.57 0.03 0.28 0.245
H 2.0835 0.2510 1.1570 0.05 -0.20 -0.89 0.222
N -2.5377 0.8820 0.2731 0.59 1.13 -0.22 -0.702
N -0.1588 -1.6965 0.1235 -0.07 0.13 -0.98 -0.229
O -1.5150 -1.1442 0.0539 0.47 0.24 0.18 -0.251
O 0.9730 1.4565 -0.1109 0.14 0.42 -0.22 -0.419
```
Forces are in eV/Å.